Record 1
ORCA calculation (ωB97M-V with the def2-TZVPD basis set) on a 11-piece molecular cluster, C48H78N4O35 overall.

XYZ file:
```
165
Properties=species:S:1:pos:R:3:forces:R:3:mulliken_charge:R:1
H 1.401 5.196 -2.988 0.027 -0.064 0.008 0.15
N 2.286 5.381 -2.516 -0.018 -0.208 -0.080 -0.39
C 2.067 5.840 -1.356 -0.012 -0.071 0.035 0.04
N 0.768 6.034 -0.830 0.318 -0.031 0.257 -0.52
N 3.168 6.215 -0.536 -0.435 0.260 0.000 -0.23
C 3.571 5.243 0.515 0.263 -0.112 -0.251 -0.88
C 2.894 3.883 0.430 0.103 -0.186 0.283 0.39
C 3.489 2.905 1.454 -0.070 0.310 0.109 -1.25
C 2.523 1.778 1.816 0.170 -0.119 0.044 -0.93
C 1.993 0.996 0.625 -0.126 0.181 0.186 1.18
O 3.028 0.150 0.148 0.046 0.220 -0.362 -0.48
C 2.616 -1.011 -0.545 0.026 -0.245 -0.044 -0.53
C 1.671 -0.724 -1.728 0.055 -0.347 -0.533 -0.29
C 2.312 -1.132 -3.074 -0.399 0.320 0.001 -0.76
C 1.375 -1.002 -4.313 0.202 -0.087 0.218 -0.44
O 0.107 -0.430 -4.034 0.013 -0.100 -0.115 -0.45
C -0.913 -1.394 -4.144 -0.411 -0.176 0.282 -0.50
C 2.139 -2.113 0.484 0.014 0.416 -0.017 1.82
C 0.678 -1.993 0.965 -0.260 0.140 0.471 -1.00
C 0.519 -1.555 2.437 -0.548 0.082 -0.188 -1.43
C -0.932 -1.179 2.808 0.167 0.205 -0.024 1.55
C -1.386 0.090 2.066 -0.016 -0.314 -0.299 -1.11
C -1.971 -2.289 2.652 0.061 0.393 0.298 -1.77
O 2.488 -3.393 0.028 -0.115 0.060 -0.071 -0.52
C 1.645 -4.004 -0.941 -0.017 -0.179 -0.018 -0.61
O 2.922 -1.894 1.673 0.273 -0.453 0.037 -0.34
N 4.247 -2.274 1.548 -0.057 0.334 -0.189 0.11
O 4.851 -1.923 2.492 0.004 -0.171 0.087 -0.36
H 0.228 5.177 -0.863 -0.159 0.147 -0.192 0.27
H 0.797 6.355 0.128 -0.046 -0.094 0.044 0.31
H 2.941 7.106 -0.110 0.162 -0.004 0.054 0.34
H 4.650 5.085 0.411 -0.034 0.049 0.102 0.22
H 3.404 5.675 1.506 -0.039 -0.043 -0.044 0.33
H 1.825 3.975 0.652 0.025 0.050 -0.141 0.10
H 3.009 3.473 -0.577 -0.115 0.092 0.007 0.09
H 3.710 3.468 2.369 0.024 -0.106 -0.018 0.51
H 4.446 2.508 1.104 -0.087 -0.032 -0.078 0.37
H 1.679 2.192 2.379 -0.025 0.039 -0.146 0.35
H 3.027 1.072 2.484 -0.087 -0.015 -0.027 0.45
H 1.659 1.680 -0.166 0.029 -0.044 0.030 0.14
H 1.114 0.426 0.932 0.252 0.028 -0.120 -1.07
H 3.537 -1.421 -0.973 0.040 0.028 0.271 0.96
H 0.712 -1.226 -1.616 -0.087 0.002 0.037 -0.23
H 1.449 0.339 -1.804 -0.051 0.007 0.232 0.52
H 2.677 -2.160 -3.022 0.110 0.069 0.061 0.31
H 3.164 -0.463 -3.223 0.130 -0.239 -0.002 0.26
H 1.849 -0.384 -5.079 0.028 0.022 0.038 0.47
H 1.206 -1.992 -4.753 0.190 0.047 0.013 0.07
H -0.844 -2.161 -3.358 0.020 0.023 -0.076 0.38
H -1.881 -0.902 -4.037 0.128 0.109 0.011 0.11
H -0.890 -1.899 -5.119 0.013 0.066 0.010 0.22
H 0.140 -1.266 0.358 0.002 -0.103 -0.156 0.09
H 0.155 -2.943 0.837 0.126 -0.040 -0.083 0.61
H 1.108 -0.650 2.608 0.127 -0.274 0.173 0.31
H 0.879 -2.336 3.111 0.069 0.058 -0.062 0.47
H -0.907 -0.938 3.878 0.096 0.036 -0.056 0.49
H -1.824 -0.175 1.095 0.046 0.034 0.051 0.17
H -2.156 0.622 2.618 0.072 0.036 -0.010 0.23
H -0.547 0.760 1.857 -0.177 0.102 0.248 0.04
H -2.239 -2.467 1.611 0.205 -0.162 0.051 0.27
H -2.872 -1.932 3.155 -0.030 -0.283 -0.140 0.21
H -1.640 -3.205 3.149 -0.078 -0.084 -0.194 0.52
H 0.862 -3.348 -1.313 -0.036 0.024 0.008 0.11
H 2.264 -4.327 -1.781 -0.006 0.049 0.038 0.31
H 1.171 -4.886 -0.505 -0.025 0.058 -0.020 0.30
O -4.089 -0.056 3.856 -0.132 0.109 0.189 -0.51
C -4.209 -0.610 4.902 -0.059 -0.057 -0.057 0.71
O -3.205 -0.805 5.787 -0.006 0.080 -0.013 -0.28
C -3.765 -1.311 7.004 -0.039 -0.041 0.081 -0.38
C -5.067 -1.926 6.523 0.032 -0.160 0.073 -0.10
O -5.362 -1.135 5.366 -0.003 0.017 -0.002 -0.37
H -3.080 -2.024 7.455 0.048 -0.007 -0.093 0.31
H -3.926 -0.476 7.688 -0.009 -0.001 -0.002 0.27
H -4.948 -2.965 6.211 0.028 0.011 -0.009 0.03
H -5.880 -1.848 7.239 -0.038 0.090 -0.054 0.32
O -1.886 -4.414 -1.803 -0.016 0.027 0.120 -0.53
C -2.708 -4.781 -1.016 0.199 -0.186 -0.585 0.40
O -3.512 -5.846 -1.205 -0.055 -0.086 0.166 -0.36
C -4.194 -6.118 0.034 0.006 0.002 -0.076 -0.39
C -4.134 -4.776 0.734 -0.033 0.008 0.091 0.24
O -2.938 -4.207 0.167 -0.105 0.180 0.299 -0.09
H -5.203 -6.463 -0.172 0.009 0.050 -0.122 0.35
H -3.642 -6.894 0.567 0.013 0.013 0.025 0.26
H -4.973 -4.134 0.473 -0.042 0.012 -0.066 0.33
H -4.038 -4.835 1.816 0.133 0.031 -0.134 -0.23
O -6.340 -4.008 -2.873 -0.091 -0.001 0.169 -0.55
C -5.839 -3.366 -3.738 0.221 -0.074 -0.166 0.63
O -6.408 -2.301 -4.345 -0.049 0.085 0.007 -0.35
C -5.421 -1.663 -5.165 0.073 0.027 -0.019 -0.36
C -4.445 -2.794 -5.425 0.035 -0.003 -0.121 0.18
O -4.614 -3.608 -4.259 -0.042 0.018 0.042 -0.22
H -5.883 -1.267 -6.065 -0.110 -0.067 0.026 0.31
H -4.972 -0.846 -4.597 0.010 -0.014 0.010 0.26
H -4.708 -3.382 -6.305 -0.005 0.014 -0.010 0.24
H -3.410 -2.476 -5.507 0.016 -0.035 0.093 -0.12
O -2.530 -3.481 -9.191 0.056 -0.022 0.063 -0.52
C -1.665 -3.967 -8.538 -0.116 0.088 -0.092 0.67
O -0.363 -4.029 -8.896 0.060 -0.027 0.035 -0.35
C 0.399 -4.463 -7.764 0.075 0.023 0.034 -0.18
C -0.638 -5.197 -6.935 -0.030 -0.050 -0.156 -0.22
O -1.849 -4.530 -7.321 0.046 -0.063 0.166 -0.30
H 1.224 -5.089 -8.094 -0.041 -0.003 -0.089 0.32
H 0.792 -3.582 -7.251 -0.007 -0.006 0.004 0.13
H -0.720 -6.251 -7.208 0.006 0.026 0.000 0.28
H -0.489 -5.108 -5.866 -0.092 0.082 0.131 0.20
O -4.292 -4.948 4.009 0.005 0.072 0.151 -0.48
C -4.933 -5.871 4.399 -0.006 -0.068 -0.110 0.60
O -5.098 -7.027 3.717 0.000 0.019 0.026 -0.30
C -5.735 -7.977 4.582 -0.019 -0.064 0.053 -0.37
C -6.434 -7.075 5.582 -0.082 -0.085 -0.003 -0.33
O -5.598 -5.910 5.571 -0.013 0.026 0.062 -0.30
H -6.411 -8.603 4.006 0.008 0.069 -0.077 0.29
H -4.965 -8.596 5.044 -0.004 0.008 0.012 0.27
H -7.434 -6.786 5.257 0.004 -0.005 -0.015 0.27
H -6.480 -7.484 6.587 0.081 0.061 0.026 0.28
O 5.351 10.681 -5.068 -0.004 0.027 -0.006 -0.54
C 4.812 9.626 -4.978 0.050 -0.037 0.011 0.65
O 4.943 8.613 -5.865 -0.032 0.024 0.045 -0.37
C 4.323 7.446 -5.311 -0.008 -0.148 0.012 -0.12
C 3.348 8.035 -4.318 -0.095 -0.135 0.019 0.30
O 3.983 9.270 -3.966 -0.015 -0.001 -0.034 -0.36
H 3.856 6.858 -6.096 0.059 0.083 -0.093 0.36
H 5.079 6.838 -4.813 0.067 0.037 -0.057 0.03
H 2.375 8.256 -4.763 0.013 0.014 -0.014 0.22
H 3.222 7.396 -3.449 0.023 0.154 0.111 -0.21
O 6.718 4.974 -6.331 -0.004 -0.040 -0.034 -0.53
C 6.501 4.361 -5.338 -0.007 0.116 0.031 0.70
O 7.424 4.066 -4.393 -0.046 -0.067 0.031 -0.36
C 6.742 3.554 -3.241 -0.036 0.019 0.096 -0.36
C 5.444 3.040 -3.835 -0.016 -0.064 0.104 0.04
O 5.286 3.882 -4.980 -0.014 -0.017 -0.054 -0.34
H 7.345 2.784 -2.768 0.061 -0.002 -0.086 0.34
H 6.579 4.374 -2.541 -0.024 -0.004 0.001 0.27
H 5.522 2.005 -4.172 0.018 -0.004 0.002 0.18
H 4.585 3.151 -3.178 -0.032 0.118 -0.052 0.06
O -0.822 4.733 2.887 0.112 0.026 -0.081 -0.64
C -1.631 4.304 3.652 -0.163 0.014 0.005 0.70
O -2.396 3.219 3.425 0.088 -0.042 -0.033 -0.30
C -3.085 2.880 4.636 -0.024 0.034 0.116 -0.19
C -3.090 4.207 5.373 -0.146 -0.040 0.053 -0.24
O -1.906 4.839 4.859 0.038 0.027 -0.047 -0.35
H -4.073 2.498 4.402 0.016 0.042 -0.127 0.38
H -2.513 2.109 5.156 0.006 -0.003 -0.023 0.16
H -3.952 4.822 5.117 0.020 -0.012 -0.031 0.13
H -3.013 4.108 6.453 0.143 0.022 -0.014 0.33
O -5.192 6.287 3.768 -0.030 -0.007 0.021 -0.55
C -4.612 6.629 2.787 0.024 0.073 -0.048 0.62
O -4.847 7.770 2.106 -0.004 -0.007 0.014 -0.36
C -3.800 7.946 1.143 0.084 0.035 -0.060 -0.41
C -3.306 6.525 0.944 0.049 0.042 -0.113 -0.05
O -3.618 5.926 2.204 -0.048 -0.120 0.103 -0.14
H -4.201 8.403 0.243 -0.097 -0.020 0.041 0.32
H -3.037 8.594 1.575 0.010 -0.012 -0.001 0.28
H -3.853 5.996 0.162 -0.008 0.014 0.001 0.27
H -2.238 6.448 0.760 0.015 -0.026 0.110 0.03
O 8.737 -5.593 6.680 0.019 -0.014 0.019 -0.51
C 7.984 -5.080 5.920 -0.016 0.014 -0.009 0.59
O 6.983 -5.724 5.272 -0.017 -0.014 0.006 -0.35
C 6.155 -4.749 4.629 -0.074 0.060 -0.041 -0.23
C 7.103 -3.575 4.479 -0.063 0.069 -0.124 -0.16
O 8.001 -3.771 5.577 -0.002 -0.013 0.003 -0.35
H 5.787 -5.138 3.684 0.068 -0.074 0.007 0.26
H 5.311 -4.520 5.282 0.007 0.013 0.005 0.26
H 7.671 -3.617 3.549 -0.008 -0.011 -0.004 0.24
H 6.615 -2.609 4.559 0.055 0.013 0.098 0.23
```
Forces are in eV/Å.

Values from the calculation:
SMILES: [H]/N=C(\N)NCCCCCO[C@H](CCCOC)[C@@](CCC(C)C)(OC)ON=O.O=C1OCCO1.O=C1OCCO1.O=C1OCCO1.O=C1OCCO1.O=C1OCCO1.O=C1OCCO1.O=C1OCCO1.O=C1OCCO1.O=C1OCCO1.O=C1OCCO1
Frontier orbital gap, eV: 9.39
HOMO energy, eV: -9.5



Record 2
ORCA calculation (ωB97M-V with the def2-TZVPD basis set) on C40H44As4BrCrN2O9 as an isolated structure at a distorted geometry.

XYZ file:
```
101
Properties=species:S:1:pos:R:3:forces:R:3:mulliken_spin:R:1
Cr 1.046 -0.537 0.753 -0.306 0.865 0.584 3.14
Br -1.673 3.968 5.950 0.109 -0.090 -0.082 0.00
C -0.656 2.956 4.720 -0.157 0.122 0.141 0.00
C 0.579 3.443 4.270 -0.066 -0.122 -0.034 0.00
C 1.308 2.731 3.348 0.153 -0.094 -0.156 0.01
C 0.840 1.515 2.819 -0.527 -0.001 0.339 0.03
O 1.540 0.897 1.901 0.315 -0.232 -0.065 -0.12
C -0.404 1.013 3.303 0.332 0.241 -0.068 0.03
C -0.970 -0.218 2.874 0.061 -0.126 -0.107 0.06
N -0.502 -0.990 1.938 -0.231 0.094 0.338 -0.20
C -1.186 -2.161 1.539 -0.321 -0.267 -0.112 -0.01
C -2.166 -2.821 2.241 0.236 0.249 -0.003 0.00
C -2.834 -3.918 1.672 -0.076 -0.098 -0.077 0.00
C -2.512 -4.365 0.421 -0.060 -0.095 0.073 0.00
C -1.459 -3.760 -0.297 0.112 0.257 -0.008 0.00
C -1.020 -4.200 -1.563 0.073 0.060 0.010 0.01
C 0.058 -3.593 -2.149 -0.051 -0.144 -0.128 0.00
C 0.685 -2.525 -1.501 -0.011 0.179 0.034 0.08
N 0.265 -2.038 -0.344 -0.274 -0.517 -0.588 -0.13
C -0.792 -2.656 0.272 -0.244 -0.005 0.105 0.05
C -1.127 1.758 4.262 -0.038 0.031 0.040 0.00
H 0.957 4.382 4.651 -0.014 0.013 -0.010 0.00
H 2.260 3.102 2.991 -0.002 0.009 0.023 0.00
H -1.893 -0.508 3.371 -0.049 -0.026 -0.049 -0.01
H -2.437 -2.508 3.240 -0.030 0.021 -0.010 0.00
H -3.618 -4.399 2.239 0.008 -0.025 -0.024 0.00
H -3.039 -5.200 -0.022 0.007 -0.002 0.013 0.00
H -1.532 -5.019 -2.052 0.027 -0.024 0.019 0.00
H 0.439 -3.923 -3.105 0.004 0.011 0.009 0.00
H 1.548 -2.049 -1.946 0.008 0.120 -0.060 0.00
H -2.070 1.376 4.636 0.001 -0.019 -0.022 0.00
C 2.673 -2.378 3.764 -0.097 0.273 -0.098 0.00
As 2.267 -2.409 1.861 0.810 -0.749 0.410 -0.02
C 1.534 -4.210 1.701 -0.195 0.099 -0.097 0.00
C 3.968 -2.699 0.961 -0.173 0.040 -0.027 0.01
C 4.733 -3.823 1.259 -0.085 0.055 0.104 0.00
C 5.869 -4.109 0.520 0.015 -0.007 -0.001 0.00
C 6.236 -3.276 -0.528 0.009 0.008 0.012 0.00
C 5.488 -2.144 -0.814 -0.053 0.120 -0.075 0.00
C 4.353 -1.841 -0.068 -0.176 -0.024 0.047 0.02
As 3.369 -0.166 -0.250 1.185 0.044 -0.286 0.05
C 4.056 0.560 -1.923 -0.348 -0.002 -0.011 0.01
C 4.463 0.870 0.993 -0.299 0.146 0.075 0.00
H 3.418 -3.138 3.990 -0.010 -0.041 -0.077 0.00
H 1.758 -2.593 4.315 -0.003 0.001 -0.003 0.00
H 3.051 -1.403 4.067 -0.007 0.013 -0.047 0.00
H 2.184 -4.897 2.239 0.058 0.054 0.022 -0.01
H 1.509 -4.499 0.651 0.017 0.035 0.000 0.00
H 0.530 -4.278 2.117 0.034 0.070 0.047 0.00
H 4.445 -4.478 2.073 0.034 -0.054 -0.028 0.00
H 6.459 -4.984 0.756 0.010 0.006 -0.008 0.00
H 7.114 -3.499 -1.119 -0.002 -0.017 0.008 0.00
H 5.796 -1.499 -1.626 0.030 -0.010 0.003 0.00
H 5.143 0.576 -1.893 0.012 -0.046 0.108 0.00
H 3.691 1.580 -2.028 -0.041 -0.040 0.019 0.00
H 3.702 -0.018 -2.773 -0.017 -0.010 0.022 0.00
H 5.497 0.888 0.653 -0.028 -0.107 -0.098 0.00
H 4.414 0.424 1.985 -0.042 -0.002 -0.009 0.00
H 4.078 1.887 1.047 -0.008 -0.019 0.016 0.00
C -3.229 5.943 -0.386 0.065 0.168 0.055 0.00
O -3.123 4.517 -0.586 -0.071 -0.145 -0.106 0.00
C -2.265 3.856 0.174 0.172 0.227 0.116 -0.01
O -1.544 4.362 0.997 -0.043 -0.018 0.074 0.00
C -2.298 2.364 0.033 -0.371 -0.151 0.135 0.02
C -3.369 1.670 -0.410 0.621 0.046 0.545 -0.01
As -4.053 2.290 -2.152 -0.167 0.183 0.003 0.00
C -4.979 0.628 -2.631 0.030 -0.097 -0.128 0.00
C -2.163 1.863 -2.846 -0.175 0.075 0.112 0.00
C -1.089 1.362 -2.233 -0.324 -0.005 0.599 0.01
As -0.582 1.480 -0.213 -0.257 0.231 -1.288 -0.02
C 0.583 3.041 -0.332 0.201 -0.028 0.117 0.01
C 0.035 0.665 -2.876 0.799 0.151 -0.065 0.03
O 1.140 0.704 -2.355 -0.088 -0.081 0.143 0.01
O -0.093 -0.072 -3.964 -0.105 -0.110 -0.091 0.00
C -1.346 -0.367 -4.602 -0.209 -0.363 -0.248 0.00
C -2.311 2.148 -4.309 -0.141 0.085 -0.075 0.00
O -3.367 1.913 -4.843 0.023 0.166 0.100 0.00
O -1.339 2.717 -5.017 -0.053 0.030 -0.063 0.00
C -0.070 3.133 -4.508 0.240 0.082 0.058 0.00
C -3.364 0.212 -0.096 -0.067 -0.383 -0.405 0.00
O -2.912 -0.639 -0.830 0.237 0.067 0.262 0.00
O -3.905 -0.158 1.067 -0.028 0.058 0.141 0.00
C -4.548 0.814 1.917 -0.033 0.093 0.047 0.00
H -4.237 6.216 -0.681 -0.005 -0.052 -0.013 0.00
H -2.506 6.451 -1.020 0.020 -0.042 0.010 0.00
H -3.042 6.193 0.654 -0.039 -0.024 0.001 0.00
H -5.870 0.583 -2.001 0.034 0.021 0.054 0.00
H -4.394 -0.279 -2.503 0.005 0.091 0.007 0.00
H -5.295 0.719 -3.666 0.019 0.098 -0.002 0.00
H 0.186 3.797 -1.004 -0.048 -0.053 -0.025 0.00
H 1.560 2.713 -0.679 -0.055 -0.106 -0.075 -0.01
H 0.673 3.474 0.662 -0.044 -0.035 -0.013 0.00
H -1.632 0.417 -5.299 0.254 -0.360 -0.027 0.00
H -2.137 -0.526 -3.868 0.067 -0.012 0.001 0.00
H -1.175 -1.279 -5.166 0.047 -0.039 0.065 0.00
H 0.247 3.957 -5.140 -0.048 0.006 -0.002 0.00
H 0.659 2.325 -4.594 -0.077 0.064 -0.051 0.00
H -0.132 3.467 -3.474 -0.047 0.033 -0.024 0.00
H -5.107 0.242 2.652 0.023 -0.045 -0.051 0.00
H -5.232 1.445 1.352 -0.006 -0.032 -0.014 0.00
H -3.811 1.443 2.415 0.028 -0.014 -0.031 0.00
```
Forces are in eV/Å.

Values from the calculation:
Charge: +2
<S²>: 3.809
Frontier orbital gap (alpha / beta), eV: 6.76 / 6.75
HOMO energy (alpha / beta), eV: -12.8 / -12.9
Energy relative to the best compared isomer or geometry (same formula, charge and spin), kcal/mol: 15.7
Spin multiplicity: 4



Which formula does entry 1 have? C48H78N4O35